# 1
The following is a quantum chemistry calculation of a gas-phase ion, C12H18N3 (charge +1), from the OMol25 dataset.

XYZ file:
```
33
Properties=species:S:1:pos:R:3
C -1.3608 0.7735 -0.6116
C -0.6266 -0.0533 2.2264
C 0.2293 0.1418 1.1861
C -1.9755 -0.2997 2.3275
C -0.0818 0.5229 -0.1047
C 3.0331 0.2303 -2.0845
C 3.3741 1.3830 -1.1531
C 1.8222 -0.4085 -1.3473
C 1.9790 1.8740 -0.6968
C -2.6636 -1.5041 0.3546
C -2.9494 -0.8780 1.4703
C -4.4476 -0.5477 1.8593
N -2.4087 0.9164 -1.1147
N -1.4869 -1.9556 -0.2411
N 1.0122 0.7813 -1.1416
H -0.1042 0.2063 3.1638
H 1.2880 0.1983 1.4631
H -2.2992 0.0296 3.3188
H 2.8053 0.5075 -3.1168
H 3.7675 -0.5168 -2.2042
H 3.8075 0.7385 -0.2523
H 4.0753 2.1360 -1.5662
H 1.3307 -1.2629 -1.8905
H 2.3357 -0.9459 -0.5078
H 2.0761 1.9832 0.3265
H 1.8455 2.8554 -1.0853
H -3.5386 -1.6496 -0.2598
H -4.7567 0.2417 1.1399
H -4.5266 -0.2182 2.9217
H -5.0272 -1.4182 1.7654
H -0.6514 -1.9707 0.3923
H -1.5545 -2.7964 -0.7791
H 0.4800 1.1573 -1.9886
```

Calculated values
Kohn-Sham gap = 7.5227 eV
2S+1 = 1
Electronic energy = -631.95228 Ha
Total charge = +1

# 2
The following is a quantum chemistry calculation of a gas-phase ion, C12H18N3O2 (charge +1), from the OMol25 dataset.

XYZ file:
```
35
Properties=species:S:1:pos:R:3
C -3.2061 0.6759 -0.6930
C -2.2482 -0.1220 -1.5343
C -2.6295 -1.2977 -2.1034
C -1.7613 -2.0362 -2.8338
C -0.4946 -1.6213 -3.0435
C -0.0945 -0.4502 -2.4865
C -0.9533 0.2870 -1.7341
C -0.4047 1.5463 -1.1190
N 0.3557 1.1764 0.1144
C 1.6930 0.9865 -0.0383
N 2.4462 1.7598 -0.9232
N 2.2785 0.0466 0.6530
C 1.6075 -0.8644 1.5924
C 1.1285 -0.1305 2.8458
C 1.0970 -1.0714 4.0351
O 1.3702 -2.2505 3.9770
O 0.7601 -0.4918 5.2098
H -4.1910 0.2514 -0.8317
H -3.2204 1.7157 -0.9887
H -2.9357 0.5958 0.3556
H -3.6359 -1.6487 -1.9435
H -2.1145 -2.9669 -3.2441
H 0.2023 -2.2027 -3.6218
H 0.9203 -0.1049 -2.6276
H -1.1988 2.2121 -0.8223
H 0.1959 2.0805 -1.8441
H 0.1318 1.7678 0.9057
H 2.7137 2.6209 -0.4515
H 3.2881 1.2644 -1.1958
H 3.2725 -0.0811 0.5398
H 2.3501 -1.5820 1.9163
H 0.8134 -1.4235 1.1134
H 0.1226 0.2491 2.6913
H 1.8193 0.6798 3.0735
H 0.5217 0.4297 5.0571
```

Calculated values
Kohn-Sham gap = 8.2210 eV
2S+1 = 1
Electronic energy = -782.58550 Ha
Total charge = +1

Which value of total charge does entry 1 give? +1